[1]
The following is a quantum chemistry calculation of C45H46AsF6N7O3SiTl as an isolated structure, from the OMol25 dataset.

Cartesian coordinates (Å):
Tl1 -0.585 -1.229 -1.351
C1 4.715 4.168 -1.992
C2 3.436 3.419 -1.746
C3 2.815 3.405 -0.538
C4 1.661 2.589 -0.321
C5 1.250 2.098 0.906
N1 1.472 2.655 2.112
C6 1.289 4.078 2.370
C7 -0.058 4.600 1.869
C8 -1.312 4.070 2.575
N2 -1.599 2.651 2.398
C9 -2.074 2.037 1.286
C10 -2.777 2.495 0.204
C11 -3.274 3.821 -0.071
C12 -3.816 4.146 -1.265
C13 -4.398 5.501 -1.554
C14 -3.818 3.155 -2.316
C15 -3.400 1.884 -2.145
C16 -3.334 0.972 -3.303
N3 -2.540 -0.004 -3.365
C17 -2.482 -0.780 -4.593
C18 -1.265 -0.398 -5.443
C19 0.113 -0.701 -4.848
N4 0.377 0.199 -3.751
C20 1.412 0.918 -3.766
C21 1.787 1.824 -2.669
C22 2.916 2.573 -2.783
C23 0.997 1.935 -1.439
O1 -0.159 1.526 -1.309
C24 -3.046 1.428 -0.782
O2 -3.026 0.242 -0.487
H1 4.952 4.822 -1.152
H2 4.650 4.783 -2.892
H3 5.553 3.481 -2.130
H4 3.277 3.915 0.300
H5 0.754 1.109 0.932
H6 1.237 2.049 2.882
H7 2.090 4.659 1.912
H8 1.379 4.216 3.450
H9 -0.145 4.400 0.798
H10 -0.053 5.689 1.988
H11 -2.158 4.641 2.208
H12 -1.257 4.259 3.652
H13 -1.007 2.033 2.929
H14 -1.831 0.973 1.261
H15 -3.265 4.573 0.706
H16 -4.278 6.168 -0.700
H17 -5.465 5.435 -1.782
H18 -3.915 5.966 -2.417
H19 -4.151 3.464 -3.305
H20 -3.978 1.245 -4.156
H21 -3.390 -0.630 -5.195
H22 -2.441 -1.832 -4.319
H23 -1.318 0.676 -5.654
H24 -1.351 -0.918 -6.401
H25 0.884 -0.628 -5.632
H26 0.149 -1.719 -4.446
H27 2.128 0.883 -4.603
H28 3.484 2.497 -3.707
O3 -0.175 -0.459 1.497
Si1 0.579 -1.606 2.287
C25 0.031 -3.358 1.885
C26 0.878 -4.263 1.309
C27 0.515 -5.607 1.078
C28 -0.745 -6.075 1.517
C29 -1.642 -5.228 2.076
C30 -1.402 -3.755 2.168
C31 2.459 -1.560 2.085
C32 3.037 -0.856 1.029
C33 4.411 -0.859 0.817
C34 5.239 -1.574 1.669
C35 4.687 -2.277 2.734
C36 3.315 -2.269 2.933
C37 0.301 -1.481 4.186
C38 0.084 -0.242 4.785
C39 -0.083 -0.092 6.154
C40 -0.043 -1.209 6.976
C41 0.160 -2.460 6.411
C42 0.326 -2.588 5.037
H29 1.877 -3.950 1.025
H30 1.208 -6.280 0.592
H31 -0.998 -7.121 1.388
H32 -2.618 -5.592 2.381
H33 -1.670 -3.413 3.180
H34 2.396 -0.332 0.331
H35 4.827 -0.340 -0.037
H36 6.306 -1.606 1.487
H37 5.328 -2.848 3.396
H38 2.899 -2.834 3.762
H39 0.032 0.630 4.141
H40 -0.250 0.891 6.583
H41 -0.177 -1.107 8.046
H42 0.184 -3.341 7.042
H43 0.477 -3.575 4.611
F1 -2.477 -3.610 -2.680
As1 -3.637 -4.681 -3.437
F2 -2.536 -6.013 -3.268
F3 -2.939 -4.297 -4.995
F4 -4.331 -5.045 -1.886
F5 -4.736 -3.336 -3.623
F6 -4.795 -5.729 -4.214
C43 -2.374 -3.025 1.209
H44 -3.409 -3.247 1.478
H45 -2.215 -1.948 1.254
H46 -2.218 -3.361 0.182
N5 2.175 -1.888 -2.265
C44 3.277 -1.608 -2.525
N6 4.429 -1.153 -2.922
C45 5.575 -1.736 -2.697
N7 6.649 -2.169 -2.580

**Energy above the lowest of the compared OMol25 structures with the same formula, charge and spin**: 0.049 eV
**Net charge**: -2
**Highest occupied orbital energy (spin up / spin down)**: -2.26 / -3.36 eV
**Orbital gap (spin up / spin down)**: 5.646 / 6.751 eV
**Spin multiplicity**: 2

=====

[2]
The following is a quantum chemistry calculation of a 8-piece molecular cluster, C45H46BF7NO2P overall, from the OMol25 dataset.

Cartesian coordinates (Å):
C1 -0.780 -0.840 -3.591
C2 0.036 0.364 -3.140
C3 -0.490 1.643 -3.761
O1 0.423 2.707 -3.509
P1 0.273 3.985 -4.565
B1 1.051 3.253 -6.236
N1 0.383 3.523 -7.500
O2 2.196 2.516 -6.198
H1 -0.291 -1.781 -3.338
H2 -1.768 -0.844 -3.123
H3 -0.931 -0.780 -4.670
H4 1.085 0.278 -3.435
H5 0.031 0.484 -2.053
H6 -0.622 1.498 -4.845
H7 -1.474 1.905 -3.348
H8 1.483 4.614 -4.181
H9 -0.553 3.886 -7.353
H10 0.841 4.170 -8.133
H11 2.613 2.388 -7.060
F1 1.036 -0.609 0.566
C4 0.273 0.191 1.352
C5 0.216 1.538 1.059
C6 -0.574 2.353 1.858
C7 -1.286 1.815 2.922
C8 -1.205 0.455 3.191
C9 -0.421 -0.375 2.401
H12 0.775 1.936 0.222
H13 -0.641 3.410 1.640
H14 -1.904 2.456 3.535
H15 -1.758 0.029 4.018
H16 -0.345 -1.437 2.590
F2 -2.849 4.576 2.042
C10 -2.833 5.906 1.801
C11 -3.052 6.344 0.511
C12 -3.030 7.712 0.271
C13 -2.789 8.604 1.306
C14 -2.570 8.131 2.593
C15 -2.592 6.767 2.852
H17 -3.232 5.627 -0.278
H18 -3.202 8.077 -0.733
H19 -2.771 9.668 1.112
H20 -2.386 8.825 3.401
H21 -2.428 6.372 3.846
F3 -2.016 10.295 5.218
C16 -0.996 9.952 6.039
C17 0.019 9.164 5.535
C18 1.060 8.815 6.385
C19 1.068 9.249 7.703
C20 0.030 10.039 8.178
C21 -1.018 10.401 7.343
H22 -0.011 8.837 4.505
H23 1.868 8.200 6.011
H24 1.881 8.971 8.360
H25 0.032 10.377 9.206
H26 -1.837 11.018 7.687
F4 0.512 -3.729 2.937
C22 1.229 -4.400 1.999
C23 1.239 -5.778 2.041
C24 1.978 -6.453 1.079
C25 2.682 -5.748 0.112
C26 2.646 -4.360 0.101
C27 1.909 -3.665 1.051
H27 0.686 -6.301 2.809
H28 2.002 -7.535 1.090
H29 3.256 -6.282 -0.635
H30 3.191 -3.807 -0.654
H31 1.860 -2.586 1.057
F5 -1.451 -0.190 -6.847
C28 -0.639 -0.799 -7.740
C29 -0.543 -2.175 -7.711
C30 0.294 -2.792 -8.630
C31 1.013 -2.035 -9.545
C32 0.895 -0.652 -9.542
C33 0.061 -0.015 -8.633
H32 -1.112 -2.740 -6.985
H33 0.383 -3.871 -8.629
H34 1.665 -2.522 -10.258
H35 1.458 -0.059 -10.252
H36 -0.043 1.062 -8.605
F6 3.426 -8.789 3.039
C34 4.156 -9.448 2.114
C35 4.182 -10.827 2.155
C36 4.933 -11.499 1.201
C37 5.639 -10.794 0.235
C38 5.593 -9.407 0.222
C39 4.843 -8.717 1.166
H37 3.627 -11.353 2.920
H38 4.965 -12.581 1.214
H39 6.224 -11.325 -0.504
H40 6.144 -8.853 -0.527
H41 4.790 -7.637 1.172
F7 -4.242 -4.660 5.904
C40 -4.108 -4.328 4.602
C41 -2.847 -4.044 4.116
C42 -2.719 -3.706 2.776
C43 -3.836 -3.653 1.954
C44 -5.091 -3.943 2.472
C45 -5.238 -4.286 3.810
H42 -1.991 -4.088 4.776
H43 -1.739 -3.484 2.379
H44 -3.728 -3.385 0.911
H45 -5.965 -3.900 1.836
H46 -6.203 -4.520 4.238

**Net charge**: 0
**Highest occupied orbital energy**: -8.36 eV
**Orbital gap**: 8.702 eV
**SMILES**: CCCOPB(N)O.Fc1ccccc1.Fc1ccccc1.Fc1ccccc1.Fc1ccccc1.Fc1ccccc1.Fc1ccccc1.Fc1ccccc1
**Spin multiplicity**: 1